A structure of composition C16H32GeNO2SSe2Si3SnTe2, computed with ωB97M-V with the def2-TZVPD basis set.

- HOMO energy (spin up / spin down): -14.03 / -14.03 eV
- HOMO-LUMO gap (spin up / spin down): 7.142 / 5.418 eV

Structure (ORCA input):
```
! wB97M-V def2-TZVPD RIJCOSX def2/J DEFGRID3
* xyz 2 2
Sn -1.2905 0.0219 -0.6405
Se -1.8475 -2.6097 -0.3002
Te -1.8482 -3.1998 2.0596
Te -0.2990 -1.3573 3.2336
Se 0.5983 -0.0653 1.3069
O 1.4517 -0.1671 -1.5936
O 2.6124 -0.5001 -2.4501
C 2.2242 -4.0206 1.0192
Si 2.8042 -3.2434 -0.5741
C 1.7501 -3.6840 -2.0400
C 4.6255 -3.4892 -0.8749
Ge 2.6507 -0.8350 -0.3307
Si 4.0684 1.0238 0.3259
C 5.4325 1.0477 -0.9420
C 2.9774 2.5327 0.2633
C 4.6736 0.6285 2.0432
Si 2.4822 0.2417 -4.0178
C 4.0173 -0.4085 -4.8190
C 0.9037 -0.3863 -4.7550
C 2.4713 2.0809 -3.7895
H 2.3600 -5.1040 0.9862
H 1.1592 -3.8253 1.1656
H 2.7676 -3.6456 1.8882
H 1.7725 -4.7662 -2.1913
H 2.1243 -3.2064 -2.9456
H 0.7100 -3.3879 -1.8983
H 4.8354 -4.5453 -1.0614
H 5.2267 -3.1837 -0.0164
H 4.9634 -2.9300 -1.7501
H 5.0316 1.2155 -1.9433
H 6.0009 0.1162 -0.9505
H 6.1321 1.8580 -0.7228
H 2.4583 2.6150 -0.6914
H 3.5938 3.4268 0.3876
H 2.2396 2.5294 1.0681
H 5.2486 -0.2987 2.0706
H 3.8434 0.5412 2.7481
H 5.3259 1.4257 2.4072
H 4.0084 -1.4982 -4.8776
H 4.9156 -0.0982 -4.2818
H 4.1009 -0.0264 -5.8388
H 0.8753 -1.4767 -4.7844
H 0.7976 -0.0232 -5.7797
H 0.0380 -0.0301 -4.1928
H 3.3863 2.4394 -3.3143
H 1.6159 2.4011 -3.1914
H 2.3901 2.5774 -4.7593
S -4.9776 0.6365 2.3450
C -3.9187 -0.0709 1.2283
N -2.8220 0.5946 0.9708
C -2.7954 1.8079 1.6669
C -1.8132 2.7985 1.5837
C -1.9744 3.9383 2.3387
C -3.0903 4.1091 3.1719
C -4.0716 3.1470 3.2535
C -3.9117 1.9941 2.4846
H -4.1473 -1.0177 0.7588
H -0.9518 2.6885 0.9385
H -1.2314 4.7223 2.2851
H -3.1865 5.0173 3.7505
H -4.9392 3.2842 3.8840
*
```